1.
A structure of composition C4H4AlO2 at a distorted geometry. Source: OMol25; level of theory: the ωB97M-V functional and the def2-TZVPD basis.

```
11
Properties=species:S:1:pos:R:3:forces:R:3
H 1.471 -1.346 1.484 2.39 -2.19 -1.71
O -2.344 -0.316 -0.885 0.99 0.22 0.29
C -1.600 0.677 -0.195 -0.93 0.42 -1.20
C -0.202 0.273 -0.071 0.85 -1.16 2.21
C 0.861 -0.221 0.428 -1.20 1.43 -4.59
H -3.224 -0.362 -0.500 -0.26 -0.10 0.08
H -2.012 0.843 0.817 0.56 0.03 0.11
H -1.648 1.640 -0.733 -0.01 -0.17 0.15
C 1.961 -1.043 0.376 -3.03 1.76 5.84
O 3.175 -0.735 0.100 -0.50 -2.39 0.38
Al 3.563 0.590 -0.821 1.13 2.13 -1.55
```
Positions in Å, forces in eV/Å.

Computed properties:
strongest force on any atom = 6.8 eV/Å
E_LUMO (spin up / spin down) = -11.85 / -13.71 eV
⟨S²⟩ = 0.76
energy relative to the best compared isomer or geometry (same formula, charge and spin) = 1.1 kcal per mole
energy = -14878.8553 eV
charge = +2
2S+1 = 2

Here are the Mulliken charges for atoms 1 to 5, given in e: number 1, H, carries 0.369; number 2, O, carries -0.436; number 3, C, carries -0.377; number 4, C, carries 0.589; number 5, C, carries -0.426

=====

2.
A structure of composition C4H16ClN8O4V at a distorted geometry. Source: OMol25; level of theory: the ωB97M-V functional and the def2-TZVPD basis.

```
34
Properties=species:S:1:pos:R:3:forces:R:3
V -3.661 6.026 -21.214 -1.46 -1.57 -1.36
Cl -3.404 4.589 -23.156 -0.06 1.05 1.25
C -1.199 5.161 -26.747 0.09 0.28 -0.32
O -0.401 5.271 -27.652 -0.11 -0.12 0.01
N -2.264 6.024 -26.584 -0.24 -0.19 0.69
N -1.113 4.164 -25.791 -0.51 0.53 -0.45
H -2.908 5.917 -25.820 0.03 -0.16 -0.07
H -2.532 6.691 -27.282 0.42 -0.08 -0.30
H -1.660 4.276 -24.957 0.30 -0.29 0.22
H -0.278 3.612 -25.831 0.10 0.04 0.21
C -6.585 2.457 -26.062 0.07 -0.24 -0.43
O -6.507 1.357 -26.571 -0.04 0.42 0.41
N -7.647 3.315 -26.287 0.53 -0.34 0.47
N -5.617 2.946 -25.196 -0.49 0.11 0.26
H -8.262 3.035 -27.030 -0.03 0.10 -0.09
H -7.540 4.291 -26.083 -0.15 0.08 -0.19
H -4.816 2.382 -24.982 0.04 -0.13 -0.26
H -5.647 3.883 -24.841 0.09 0.07 -0.18
C -6.383 4.499 -20.817 -0.58 -0.62 -0.17
O -5.626 5.524 -20.881 1.63 0.67 0.55
N -6.426 3.633 -21.823 -0.20 -0.30 0.06
N -7.170 4.322 -19.739 0.82 0.53 -0.76
H -7.050 2.842 -21.819 0.00 0.00 0.10
H -5.752 3.649 -22.574 0.07 0.27 0.07
H -7.101 5.040 -19.040 -0.31 -0.10 0.18
H -7.842 3.579 -19.672 -0.01 -0.01 0.11
C -0.962 0.717 -22.243 0.03 -0.21 0.39
O -1.433 0.595 -21.120 -0.10 -0.06 -0.49
N -1.341 1.767 -23.052 0.28 0.05 -0.06
N -0.051 -0.172 -22.748 -0.39 0.44 0.21
H -2.233 2.172 -22.850 0.04 0.14 0.15
H -0.938 1.961 -23.950 -0.06 -0.32 -0.13
H 0.133 -0.970 -22.168 0.25 0.03 0.01
H 0.468 -0.028 -23.593 -0.06 -0.07 -0.10
```
Positions in Å, forces in eV/Å.

Computed properties:
strongest force on any atom = 2.5 eV/Å
E_LUMO (spin up / spin down) = -5.88 / -5.82 eV
⟨S²⟩ = 3.76
energy relative to the best compared isomer or geometry (same formula, charge and spin) = 0.0 kcal per mole
energy = -62725.5240 eV
charge = +1
2S+1 = 4

Here are the Mulliken charges for atoms 1 to 5, given in e: number 1, V, carries 1.213; number 2, Cl, carries -0.443; number 3, C, carries 0.507; number 4, O, carries -0.611; number 5, N, carries -0.282

=====

3.
The molecule C7H10 at a distorted geometry. Source: OMol25; level of theory: the ωB97M-V functional and the def2-TZVPD basis.

```
17
Properties=species:S:1:pos:R:3:forces:R:3
C -1.515 0.470 -1.156 -0.08 -0.36 -0.07
C -0.331 0.309 -0.241 0.09 -0.23 -0.26
C 0.342 -0.949 -0.725 -0.61 -1.05 -0.25
C 1.477 -0.686 0.293 0.01 -0.14 -0.35
C 0.918 0.125 1.449 0.06 -0.01 0.22
C -0.585 0.134 1.274 -0.05 -0.08 0.00
C 1.158 0.792 0.130 0.06 0.49 -0.04
H -2.327 1.084 -0.737 0.12 -0.41 -0.28
H -1.247 0.826 -2.158 -0.10 -0.03 0.20
H -1.737 -0.668 -1.245 -0.97 2.23 -0.19
H -0.520 -1.701 -0.930 2.09 -0.32 1.15
H 0.783 -0.757 -1.714 -0.21 -0.04 0.12
H 2.478 -1.117 0.335 -0.37 0.14 -0.11
H 1.477 0.287 2.364 -0.06 -0.17 -0.15
H -1.150 -0.754 1.588 0.08 0.08 -0.06
H -1.032 1.034 1.715 0.05 -0.12 -0.19
H 1.812 1.570 -0.242 -0.12 0.02 0.27
```
Positions in Å, forces in eV/Å.

Computed properties:
strongest force on any atom = 2.4 eV/Å
E_LUMO = 1.16 eV
energy relative to the best compared isomer or geometry (same formula, charge and spin) = 83.6 kcal per mole
energy = -7417.4116 eV
SMILES = C[C@]12C[C@@H]3[C@H](C1)[C@@H]32

Here are the Mulliken charges for atoms 1 to 5, given in e: number 1, C, carries -1.044; number 2, C, carries 0.336; number 3, C, carries -0.619; number 4, C, carries -0.533; number 5, C, carries -0.377

=====

4.
The molecule C20H22N4O4 at a distorted geometry. Source: OMol25; level of theory: the ωB97M-V functional and the def2-TZVPD basis.

```
50
Properties=species:S:1:pos:R:3:forces:R:3
C -5.603 -3.542 -0.731 -0.02 -0.07 0.26
C -5.759 -3.223 0.751 -0.13 0.17 -0.12
C -5.655 -1.733 1.081 0.18 -0.21 0.16
C -4.281 -1.119 0.776 -0.27 0.10 -0.04
C -4.240 -0.391 -0.574 0.22 -0.21 0.07
C -2.827 0.086 -0.853 -0.53 0.04 0.00
O -2.051 -0.524 -1.550 0.21 -0.18 -0.15
N -2.527 1.252 -0.198 -0.24 0.29 0.26
C -1.334 1.968 -0.182 0.42 0.16 -0.02
C -1.282 3.133 0.587 -0.04 -0.11 -0.06
C -0.129 3.883 0.638 0.23 -0.04 -0.08
C 1.011 3.480 -0.060 -0.37 -0.12 -0.03
C 2.204 4.344 0.032 0.11 0.03 0.03
O 2.161 5.548 0.180 -0.03 0.00 0.03
N 3.443 3.735 -0.044 0.82 0.95 -0.08
N 3.637 2.425 -0.032 0.17 -0.93 0.16
C 4.816 1.940 -0.034 -0.14 1.01 -0.02
C 5.020 0.509 -0.022 0.09 -0.87 0.02
C 6.319 -0.010 -0.043 -0.41 0.22 0.01
C 6.529 -1.371 -0.028 -0.08 -0.50 0.01
C 5.433 -2.228 0.009 -0.13 1.41 -0.02
N 5.650 -3.650 0.031 0.11 -0.63 0.02
O 4.674 -4.369 0.086 -0.16 -0.17 0.00
O 6.797 -4.046 -0.005 0.20 -0.12 -0.01
C 4.132 -1.731 0.028 0.16 -0.33 0.00
C 3.929 -0.370 0.014 0.29 0.17 -0.01
C 0.950 2.330 -0.843 -0.10 0.25 0.11
C -0.208 1.581 -0.906 -0.11 -0.20 -0.15
H -5.787 -4.600 -0.905 0.02 -0.08 -0.10
H -4.598 -3.317 -1.077 0.11 0.03 -0.13
H -6.316 -2.972 -1.323 -0.05 0.06 -0.13
H -6.736 -3.578 1.088 0.04 -0.06 0.06
H -4.999 -3.766 1.318 -0.03 -0.03 0.08
H -5.866 -1.614 2.146 -0.07 0.06 -0.03
H -6.427 -1.188 0.534 -0.09 0.06 0.02
H -4.016 -0.410 1.565 0.07 -0.05 0.00
H -3.523 -1.904 0.779 0.09 -0.01 0.03
H -4.526 -1.073 -1.372 0.02 0.10 -0.04
H -4.935 0.451 -0.565 -0.05 0.00 -0.01
H -3.266 1.658 0.359 0.08 -0.15 -0.15
H -2.155 3.449 1.141 -0.09 0.03 0.06
H -0.086 4.789 1.223 -0.01 0.08 0.04
H 4.244 4.375 -0.004 -0.35 -0.19 -0.01
H 5.707 2.579 -0.047 -0.08 0.03 -0.01
H 7.163 0.663 -0.071 0.09 0.06 0.00
H 7.523 -1.789 -0.043 0.02 0.00 0.00
H 3.305 -2.424 0.055 -0.03 0.00 0.00
H 2.933 0.043 0.033 -0.13 -0.01 0.01
H 1.804 2.025 -1.425 -0.03 -0.05 -0.03
H -0.251 0.696 -1.518 0.00 0.00 -0.02
```
Positions in Å, forces in eV/Å.

Computed properties:
strongest force on any atom = 1.4 eV/Å
E_LUMO = -0.90 eV
energy relative to the best compared isomer or geometry (same formula, charge and spin) = 105.1 kcal per mole
energy = -35245.0870 eV
SMILES = CCCCCC(=O)Nc1ccc(C(=O)N/N=C/c2ccc([N+](=O)[O-])cc2)cc1

Here are the Mulliken charges for atoms 1 to 5, given in e: number 1, C, carries -1.116; number 2, C, carries -0.466; number 3, C, carries -0.683; number 4, C, carries -0.521; number 5, C, carries -0.784